No. 1
The following is a quantum chemistry calculation of C18H44CrN2O6 as an isolated structure at a distorted geometry, from the OMol25 dataset.

Values from the calculation:
calculated total energy	-63062.590	eV
ΔE to the lowest compared entry with this formula, charge and spin	179.0	kJ/mol
HOMO (alpha / beta)	-5.99 / -7.06	eV
multiplicity	5
<S²>	6.01

Each line ends with the Löwdin charge.
Cartesian coordinates (Å):
Cr 0.279 0.030 0.347  0.77
C 3.255 -2.172 -2.185  -0.07
C 1.868 -1.514 -2.451  -0.60
C 0.990 -2.409 -3.319  -0.07
O 1.261 -1.087 -1.271  -0.32
H 3.756 -2.613 -3.046  0.06
H 3.169 -2.944 -1.420  0.07
H 3.980 -1.434 -1.840  0.05
H 2.023 -0.593 -3.013  0.10
H -0.027 -2.020 -3.380  0.05
H 0.868 -3.422 -2.936  0.07
H 1.413 -2.499 -4.319  0.07
C -1.807 3.300 1.645  -0.07
C -1.057 2.282 2.585  -0.62
C -1.691 2.389 4.009  -0.07
O -0.893 1.038 2.055  -0.30
H -1.343 3.453 0.670  0.03
H -1.830 4.328 2.008  0.06
H -2.863 3.058 1.523  0.07
H -0.088 2.769 2.693  0.09
H -1.300 1.615 4.670  0.06
H -2.768 2.310 3.864  0.06
H -1.543 3.393 4.407  0.06
C -3.314 -5.566 -0.620  -0.11
O -2.284 -4.592 -0.708  -0.20
C -1.655 -4.300 0.537  -0.20
C -0.573 -3.169 0.404  -0.13
N -1.117 -1.779 0.529  -0.08
C -2.040 -1.555 -0.576  -0.17
C -2.334 -0.054 -0.644  -0.16
O -1.165 0.688 -1.075  -0.27
C -1.148 0.899 -2.518  -0.04
H -4.156 -5.133 -0.079  0.08
H -3.062 -6.490 -0.099  0.09
H -3.709 -5.756 -1.618  0.09
H -1.219 -5.180 1.009  0.12
H -2.437 -3.974 1.223  0.12
H -0.117 -3.257 -0.582  0.11
H 0.193 -3.354 1.157  0.11
H -1.597 -1.735 1.416  0.12
H -2.883 -2.229 -0.427  0.12
H -1.601 -1.960 -1.488  0.12
H -2.672 0.296 0.331  0.12
H -3.199 0.210 -1.252  0.13
H -1.987 1.507 -2.858  0.10
H -1.164 -0.028 -3.090  0.08
H -0.205 1.325 -2.859  0.09
C 0.092 5.489 -0.599  -0.10
O 1.083 4.495 -0.430  -0.20
C 1.179 3.570 -1.474  -0.21
C 2.229 2.490 -1.104  -0.16
N 1.704 1.755 0.043  -0.05
C 2.888 1.041 0.623  -0.17
C 2.622 0.371 1.984  -0.20
O 1.555 -0.558 1.931  -0.28
C 1.336 -1.228 3.207  -0.03
H -0.922 5.091 -0.627  0.08
H 0.382 6.037 -1.496  0.09
H 0.083 6.217 0.212  0.09
H 1.424 4.038 -2.427  0.13
H 0.170 3.160 -1.522  0.10
H 3.156 3.012 -0.866  0.13
H 2.408 1.807 -1.935  0.12
H 1.481 2.541 0.637  0.11
H 3.847 1.513 0.837  0.13
H 3.242 0.266 -0.057  0.11
H 2.411 1.120 2.747  0.13
H 3.561 -0.078 2.308  0.13
H 1.383 -0.570 4.074  0.10
H 2.130 -1.968 3.306  0.10
H 0.347 -1.685 3.216  0.09



No. 2
The following is a quantum chemistry calculation of C18H44O23P3V2 as an isolated structure at a distorted geometry, from the OMol25 dataset.

Values from the calculation:
calculated total energy	-145713.972	eV
net charge	+1
ΔE to the lowest compared entry with this formula, charge and spin	12.9	kJ/mol
HOMO	-11.85	eV
multiplicity	1

Each line ends with the Löwdin charge.
Cartesian coordinates (Å):
O 5.528 0.666 -1.495  -0.30
V 4.509 1.459 -2.501  1.11
O 3.958 0.383 -3.548  -0.23
O 3.483 2.520 3.652  -0.25
V 4.013 2.784 2.182  1.16
O 5.022 1.600 1.885  -0.24
O 0.680 1.504 -0.353  0.11
C 2.004 1.677 -0.201  -0.64
O 2.383 1.992 0.993  -0.08
O 2.755 1.531 -1.207  -0.05
H 0.342 1.821 0.535  0.11
C 2.916 -6.774 -1.881  -0.10
O 2.937 -5.362 -1.944  -0.21
P 1.915 -4.448 -1.149  0.34
O 0.600 -4.363 -1.773  -0.22
O 1.882 -5.031 0.334  -0.23
C 3.078 -5.052 1.113  -0.09
O 2.778 -3.125 -1.074  -0.21
C 2.419 -1.916 -0.408  -0.06
H 2.797 -7.170 -2.887  0.09
H 2.030 -7.148 -1.344  0.09
H 3.743 -7.211 -1.322  0.09
H 2.999 -4.290 1.894  0.08
H 3.975 -4.792 0.543  0.09
H 3.274 -6.003 1.602  0.10
H 2.270 -1.179 -1.201  0.08
H 3.194 -1.625 0.298  0.10
H 1.459 -1.993 0.115  0.08
C 3.122 6.045 -3.858  -0.09
O 1.936 5.262 -3.838  -0.21
P 1.978 3.799 -4.480  0.37
O 3.017 2.949 -3.880  -0.26
O 0.516 3.260 -4.418  -0.16
C -0.065 2.826 -3.180  -0.06
O 2.198 4.075 -6.015  -0.19
C 1.308 4.964 -6.728  -0.06
H 3.009 6.873 -4.559  0.10
H 4.026 5.465 -4.036  0.09
H 3.247 6.546 -2.893  0.09
H -1.068 3.235 -3.085  0.09
H 0.498 3.217 -2.328  0.07
H -0.093 1.743 -3.098  0.10
H 1.951 5.578 -7.354  0.10
H 0.762 5.624 -6.057  0.09
H 0.635 4.371 -7.338  0.10
C 0.048 -2.351 5.985  -0.09
O -0.700 -2.588 4.796  -0.21
P 0.048 -2.994 3.460  0.35
O 0.954 -4.131 3.543  -0.20
O -1.202 -3.153 2.507  -0.21
C -1.088 -3.698 1.203  -0.08
O 0.733 -1.643 2.963  -0.22
C -0.058 -0.462 2.726  -0.07
H 0.971 -2.939 5.994  0.09
H -0.523 -2.701 6.841  0.09
H 0.305 -1.297 6.078  0.09
H -1.841 -4.462 1.010  0.10
H -0.150 -4.245 1.100  0.06
H -1.168 -2.923 0.444  0.08
H -0.946 -0.453 3.358  0.09
H -0.335 -0.497 1.675  0.08
H 0.555 0.390 3.001  0.09
O -1.328 2.526 1.401  0.08
C -2.307 3.097 0.994  -0.56
O -3.461 3.102 1.608  0.03
C -3.790 2.095 2.581  -0.20
C -4.880 2.607 3.482  -0.05
C -2.299 4.007 -0.186  0.04
H -2.902 1.724 3.106  0.12
H -4.056 1.204 2.004  0.09
H -4.938 1.953 4.354  0.08
H -5.840 2.559 2.975  0.08
H -4.662 3.608 3.842  0.08
H -2.556 5.036 0.074  0.10
H -3.124 3.750 -0.858  0.10
H -1.364 3.995 -0.734  0.07
O -4.532 0.416 -0.091  0.11
C -3.547 -0.254 -0.138  -0.57
O -3.220 -1.207 0.720  -0.01
C -4.214 -1.640 1.648  -0.22
C -5.064 -2.753 1.064  -0.05
C -2.477 -0.062 -1.170  0.04
H -4.840 -0.837 2.030  0.11
H -3.662 -2.029 2.507  0.12
H -5.839 -3.119 1.736  0.08
H -4.489 -3.605 0.710  0.08
H -5.617 -2.295 0.235  0.08
H -1.959 -1.008 -1.338  0.09
H -1.752 0.678 -0.820  0.06
H -2.805 0.310 -2.137  0.09



No. 3
The following is a quantum chemistry calculation of C18H45BF4N3Na3O10P as an isolated structure at a distorted geometry, from the OMol25 dataset.

Values from the calculation:
calculated total energy	-78434.623	eV
net charge	-1
ΔE to the lowest compared entry with this formula, charge and spin	0.0	kJ/mol
HOMO	-2.12	eV
multiplicity	1

Each line ends with the Löwdin charge.
Cartesian coordinates (Å):
Na -11.275 -16.045 -8.169  0.49
Na -11.540 -15.217 -4.594  0.55
Na -9.578 -13.364 -6.503  0.55
B -10.085 -17.585 -6.105  -1.28
F -10.412 -18.108 -7.355  0.12
F -11.220 -17.751 -5.329  0.16
F -8.992 -18.330 -5.628  0.11
F -9.857 -16.191 -6.230  0.09
P -13.241 -14.521 -6.851  -0.10
O -11.720 -14.127 -6.863  -0.51
O -13.489 -15.520 -8.014  -0.47
O -14.116 -13.262 -6.861  -0.47
O -13.574 -15.379 -5.566  -0.50
C -12.326 -22.829 -8.382  -0.11
O -11.722 -22.741 -7.115  -0.21
C -10.802 -21.673 -6.945  -0.21
C -9.945 -22.058 -5.748  -0.19
N -9.222 -23.341 -5.998  -0.04
C -8.365 -23.661 -4.863  -0.23
C -8.437 -25.182 -4.618  -0.22
O -9.742 -25.627 -4.312  -0.19
C -10.353 -24.944 -3.243  -0.12
H -12.976 -23.693 -8.437  0.08
H -11.564 -22.820 -9.167  0.08
H -12.910 -21.921 -8.573  0.09
H -11.282 -20.698 -6.854  0.13
H -10.162 -21.645 -7.837  0.12
H -10.646 -22.126 -4.910  0.11
H -9.238 -21.237 -5.613  0.12
H -10.051 -23.932 -6.049  0.09
H -8.553 -23.127 -3.925  0.11
H -7.362 -23.350 -5.173  0.11
H -7.708 -25.432 -3.834  0.11
H -8.134 -25.790 -5.469  0.12
H -9.748 -25.016 -2.328  0.09
H -11.206 -25.557 -2.936  0.09
H -10.661 -23.924 -3.460  0.08
C -6.639 -17.706 -3.378  -0.10
O -6.965 -17.141 -2.126  -0.17
C -6.712 -15.761 -2.028  -0.23
C -6.676 -15.332 -0.557  -0.19
N -7.957 -14.722 -0.150  -0.06
C -7.804 -13.892 1.037  -0.25
C -9.087 -13.297 1.507  -0.25
O -9.919 -12.743 0.497  -0.19
C -11.048 -12.089 1.062  -0.11
H -7.068 -17.314 -4.303  0.07
H -6.675 -18.791 -3.393  0.09
H -5.560 -17.456 -3.435  0.08
H -7.482 -15.110 -2.457  0.12
H -5.750 -15.516 -2.497  0.11
H -5.904 -14.561 -0.502  0.11
H -6.468 -16.107 0.186  0.12
H -8.553 -15.479 0.188  0.12
H -7.116 -13.081 0.755  0.12
H -7.284 -14.368 1.886  0.12
H -8.876 -12.504 2.238  0.12
H -9.707 -14.011 2.071  0.12
H -11.770 -12.159 0.253  0.09
H -10.866 -11.078 1.423  0.09
H -11.447 -12.695 1.881  0.08
C -9.343 -13.190 -9.699  -0.06
O -8.430 -12.660 -8.760  -0.20
C -7.061 -12.959 -8.906  -0.22
C -6.387 -12.836 -7.552  -0.17
N -7.080 -13.619 -6.510  -0.07
C -6.861 -15.041 -6.638  -0.17
C -5.449 -15.638 -6.292  -0.22
O -4.432 -15.147 -7.117  -0.20
C -3.138 -15.570 -6.736  -0.10
H -10.014 -12.375 -9.972  0.11
H -9.902 -14.024 -9.259  0.08
H -8.867 -13.575 -10.608  0.10
H -6.601 -12.321 -9.667  0.13
H -6.882 -13.985 -9.261  0.12
H -6.484 -11.792 -7.247  0.13
H -5.348 -13.153 -7.650  0.11
H -6.785 -13.212 -5.633  0.12
H -7.088 -15.452 -7.620  0.13
H -7.448 -15.627 -5.927  0.10
H -5.607 -16.700 -6.542  0.13
H -5.268 -15.585 -5.212  0.11
H -3.005 -16.582 -7.129  0.09
H -2.960 -15.474 -5.662  0.09
H -2.374 -14.939 -7.193  0.08



Q: The lowest calculated total energy belongs to which entry?
A: C18H44O23P3V2



Q: Among the records above, which one has the lowest calculated total energy?
A: C18H44O23P3V2



Q: The highest multiplicity belongs to which entry?
A: C18H44CrN2O6



Q: Number 1 is which compound?
A: C18H44CrN2O6